{"formula": "C25H44NO17S", "method": "the ωB97M-V functional and the def2-TZVPD basis", "elements": ["C", "C", "O", "S", "C", "C", "O", "C", "N", "H", "H", "H", "H", "H", "H", "H", "H", "H", "H", "H", "H", "H", "H", "C", "C", "C", "O", "C", "O", "O", "H", "H", "H", "H", "H", "H", "C", "C", "C", "O", "C", "O", "O", "H", "H", "H", "H", "H", "H", "C", "C", "C", "O", "C", "O", "O", "H", "H", "H", "H", "H", "H", "C", "C", "C", "O", "C", "O", "O", "H", "H", "H", "H", "H", "H", "C", "C", "C", "O", "C", "O", "O", "H", "H", "H", "H", "H", "H"], "coordinates": [[5.122, 0.749, 1.862], [3.642, 0.385, 2.098], [3.098, -0.526, 1.103], [2.373, 0.296, -0.111], [0.564, 0.329, 0.139], [0.112, 1.065, 1.415], [-0.318, 2.373, 1.132], [-1.051, 0.215, 2.046], [-0.433, -0.920, 2.727], [5.762, 0.091, 2.454], [5.276, 1.758, 2.260], [5.397, 0.771, 0.809], [3.052, 1.305, 2.149], [3.574, -0.145, 3.051], [2.524, -0.566, -1.176], [0.213, -0.707, 0.177], [0.106, 0.798, -0.745], [0.880, 1.104, 2.196], [-0.079, 2.951, 1.846], [-1.647, 0.858, 2.693], [-1.669, -0.148, 1.211], [-0.594, -1.791, 2.255], [-0.676, -0.970, 3.700], [7.031, -0.104, -4.143], [6.879, 1.278, -3.548], [8.138, 1.827, -2.930], [7.627, 2.682, -1.900], [6.415, 2.207, -1.546], [5.802, 2.566, -0.591], [5.985, 1.266, -2.420], [7.190, -0.848, -3.361], [6.123, -0.391, -4.675], [7.864, -0.141, -4.844], [6.472, 1.967, -4.293], [8.739, 2.397, -3.636], [8.763, 1.058, -2.469], [-1.379, 2.496, -3.225], [-0.664, 2.058, -4.484], [-1.547, 1.375, -5.499], [-0.631, 0.483, -6.150], [0.358, 0.203, -5.274], [1.173, -0.646, -5.420], [0.299, 1.026, -4.197], [-1.696, 1.629, -2.639], [-0.712, 3.084, -2.592], [-2.248, 3.105, -3.457], [-0.133, 2.902, -4.930], [-1.978, 2.066, -6.211], [-2.348, 0.783, -5.044], [2.563, -2.578, 5.003], [1.850, -3.567, 5.895], [1.574, -4.897, 5.242], [0.375, -5.319, 5.898], [-0.272, -4.203, 6.314], [-1.387, -4.179, 6.711], [0.525, -3.112, 6.202], [1.903, -2.260, 4.194], [2.831, -1.681, 5.563], [3.473, -3.004, 4.577], [2.391, -3.695, 6.837], [2.373, -5.618, 5.401], [1.374, -4.816, 4.169], [-6.936, 4.247, -4.639], [-5.762, 4.336, -5.588], [-5.159, 3.004, -5.951], [-3.788, 3.344, -6.198], [-3.515, 4.458, -5.472], [-2.422, 4.887, -5.298], [-4.645, 5.003, -4.974], [-6.611, 3.918, -3.651], [-7.396, 5.227, -4.512], [-7.693, 3.558, -5.014], [-6.041, 4.900, -6.482], [-5.611, 2.568, -6.840], [-5.200, 2.275, -5.137], [-5.446, -2.938, 6.193], [-5.469, -3.895, 5.023], [-4.114, -4.426, 4.636], [-4.265, -4.661, 3.231], [-5.225, -3.816, 2.781], [-5.457, -3.611, 1.637], [-5.877, -3.231, 3.816], [-4.955, -2.003, 5.919], [-6.463, -2.685, 6.496], [-4.930, -3.374, 7.049], [-6.172, -4.710, 5.217], [-3.861, -5.348, 5.155], [-3.308, -3.703, 4.786]], "lowdin_charge": [-0.048, -0.274, -0.397, 1.209, -0.266, -0.417, -0.006, -0.198, 0.022, 0.084, 0.093, 0.055, 0.098, 0.119, 0.070, 0.098, 0.112, 0.125, 0.098, 0.128, 0.125, 0.071, 0.073, -0.018, -0.326, -0.087, 0.080, -0.562, 0.139, 0.075, 0.092, 0.088, 0.095, 0.162, 0.144, 0.143, -0.014, -0.315, -0.086, 0.081, -0.573, 0.160, 0.062, 0.085, 0.089, 0.074, 0.163, 0.120, 0.145, -0.029, -0.330, -0.095, 0.075, -0.560, 0.164, 0.081, 0.071, 0.087, 0.093, 0.163, 0.143, 0.140, -0.017, -0.324, -0.087, 0.031, -0.572, 0.166, 0.098, 0.093, 0.089, 0.094, 0.162, 0.144, 0.141, -0.018, -0.327, -0.103, 0.062, -0.570, 0.161, 0.086, 0.090, 0.086, 0.093, 0.161, 0.142, 0.125], "total_charge": 1, "gap_ev": 9.1}

=====

{"formula": "C25H44OP2V", "method": "the ωB97M-V functional and the def2-TZVPD basis", "elements": ["V", "C", "C", "C", "C", "C", "C", "H", "H", "H", "C", "H", "H", "H", "C", "H", "H", "H", "C", "H", "H", "H", "C", "H", "H", "H", "C", "C", "C", "C", "C", "C", "C", "C", "H", "H", "H", "H", "H", "H", "H", "H", "H", "H", "H", "H", "P", "C", "C", "P", "C", "C", "C", "H", "H", "H", "H", "H", "H", "H", "H", "H", "H", "H", "H", "H", "H", "C", "C", "O", "H", "H", "H"], "coordinates": [[-0.350, 0.333, -0.308], [-1.053, -1.384, 1.635], [0.334, -1.892, 1.290], [0.499, -0.384, 3.016], [-0.855, -0.424, 2.684], [1.217, -1.296, 2.189], [-2.159, -2.399, 1.886], [-1.891, -3.396, 1.533], [-3.132, -2.123, 1.469], [-2.305, -2.545, 2.973], [-1.948, 0.039, 3.566], [-2.442, -0.830, 3.988], [-2.705, 0.574, 3.008], [-1.591, 0.641, 4.393], [1.146, 0.370, 4.138], [1.878, -0.241, 4.692], [0.393, 0.737, 4.879], [1.682, 1.274, 3.790], [2.642, -1.663, 2.340], [2.886, -2.109, 3.306], [3.267, -0.787, 2.269], [2.954, -2.365, 1.581], [0.569, -3.172, 0.583], [1.245, -3.816, 1.165], [1.044, -3.018, -0.393], [-0.336, -3.796, 0.408], [-0.949, 1.175, -1.889], [-1.852, 0.090, -2.413], [-1.428, -0.702, -3.691], [0.089, -0.723, -3.948], [0.856, -0.349, -2.670], [1.554, 0.843, -2.519], [1.040, 2.182, -3.079], [-0.455, 2.055, -3.116], [-1.974, -0.257, -4.527], [0.362, -0.099, -4.840], [-1.758, -1.743, -3.728], [-0.757, 1.532, -4.023], [-1.456, 1.887, -1.210], [-2.827, 0.495, -2.731], [-1.022, 2.990, -3.050], [1.316, 3.107, -2.544], [2.583, 0.832, -2.123], [1.514, 2.272, -4.064], [0.416, -1.767, -4.153], [1.178, -1.227, -2.100], [-2.339, -0.742, -0.860], [-3.810, 0.179, -0.363], [-2.819, -2.348, -1.377], [3.239, 1.168, 0.685], [1.630, 0.668, -0.040], [4.281, 0.120, -0.481], [2.850, 2.787, -0.108], [-3.608, 1.239, -0.111], [-4.280, -0.343, 0.474], [-4.433, 0.128, -1.268], [-2.256, -2.674, -2.255], [-3.869, -2.207, -1.540], [-2.549, -2.997, -0.544], [2.985, 2.809, -1.184], [3.470, 3.531, 0.352], [1.800, 3.014, 0.074], [1.089, 1.559, -0.534], [1.543, -0.348, -0.441], [5.160, -0.191, 0.109], [4.631, 0.757, -1.309], [3.794, -0.802, -0.858], [-0.380, 2.630, 2.333], [-0.924, 2.132, 1.034], [-1.869, 2.643, 0.497], [-0.662, 3.694, 2.368], [0.732, 2.563, 2.475], [-0.826, 2.115, 3.206]], "lowdin_charge": [0.628, -0.235, -0.258, -0.185, -0.268, -0.219, -0.046, 0.069, 0.068, 0.101, -0.035, 0.081, 0.092, 0.074, -0.021, 0.092, 0.090, 0.074, -0.033, 0.103, 0.020, 0.080, -0.046, 0.093, 0.070, 0.079, -0.389, -0.431, -0.169, -0.149, -0.141, -0.112, -0.144, -0.133, 0.118, 0.131, 0.087, 0.096, 0.080, 0.123, 0.131, 0.116, 0.082, 0.131, 0.124, 0.095, 0.883, -0.187, -0.191, 0.934, -0.395, -0.273, -0.288, 0.058, 0.055, 0.062, 0.052, 0.063, 0.031, 0.036, 0.031, 0.034, 0.022, 0.009, 0.034, 0.044, 0.050, -0.052, -0.342, -0.020, 0.096, 0.076, 0.065], "spin_multiplicity": 3, "relative_energy_ev": 5.5689, "total_charge": 1, "gap_ev": [6.5, 6.0]}

=====

{"formula": "C25H45BN11S3Ti", "method": "the ωB97M-V functional and the def2-TZVPD basis", "elements": ["Ti", "C", "C", "C", "C", "N", "C", "C", "N", "B", "N", "C", "C", "N", "C", "S", "C", "C", "C", "C", "N", "C", "C", "N", "C", "S", "C", "C", "C", "C", "C", "S", "H", "H", "H", "H", "H", "H", "H", "H", "H", "H", "H", "H", "H", "H", "H", "H", "H", "H", "H", "H", "H", "H", "H", "H", "H", "H", "H", "H", "H", "H", "H", "H", "H", "H", "C", "N", "C", "C", "N", "N", "C", "N", "N", "H", "H", "H", "H", "H", "H", "H", "H", "H", "H", "H"], "coordinates": [[0.057, 0.443, -0.729], [-2.382, 4.044, -0.367], [-0.900, 4.321, -0.097], [-0.168, 4.323, -1.433], [-0.706, 5.680, 0.577], [-0.432, 3.269, 0.861], [-1.049, 3.158, 2.090], [-0.433, 2.177, 2.771], [0.564, 1.666, 1.975], [1.342, 0.440, 2.560], [0.414, -0.794, 2.773], [0.865, -1.751, 3.659], [-0.024, -2.753, 3.680], [-1.043, -2.426, 2.796], [-0.757, -1.214, 2.249], [-1.711, -0.331, 1.118], [-2.206, -3.362, 2.660], [-1.634, -4.769, 2.449], [-3.008, -3.281, 3.958], [-3.128, -3.061, 1.484], [2.619, 0.030, 1.814], [3.841, 0.540, 2.200], [4.778, 0.045, 1.374], [4.136, -0.792, 0.473], [2.806, -0.763, 0.736], [1.544, -1.506, -0.171], [4.831, -1.458, -0.671], [6.333, -1.463, -0.383], [4.381, -2.910, -0.838], [4.532, -0.637, -1.924], [0.583, 2.353, 0.806], [1.880, 2.199, -0.336], [-2.765, 4.783, -1.070], [-2.990, 4.096, 0.535], [-2.511, 3.050, -0.804], [-0.658, 5.074, -2.055], [-0.233, 3.359, -1.938], [0.882, 4.578, -1.333], [-0.982, 6.471, -0.120], [0.337, 5.820, 0.859], [-1.324, 5.790, 1.467], [-1.887, 3.767, 2.372], [-0.635, 1.772, 3.747], [1.694, 0.785, 3.658], [1.784, -1.625, 4.202], [-0.030, -3.660, 4.251], [-1.137, -5.162, 3.335], [-0.926, -4.771, 1.620], [-2.449, -5.452, 2.210], [-2.393, -3.522, 4.826], [-3.836, -3.989, 3.925], [-3.416, -2.278, 4.091], [-2.595, -3.092, 0.534], [-3.623, -2.100, 1.574], [-3.885, -3.846, 1.482], [3.932, 1.204, 3.040], [5.840, 0.195, 1.370], [6.552, -1.884, 0.599], [6.777, -0.469, -0.452], [6.824, -2.084, -1.131], [4.430, -3.446, 0.111], [5.068, -3.393, -1.534], [3.374, -2.994, -1.230], [4.860, 0.396, -1.792], [3.458, -0.649, -2.120], [5.051, -1.062, -2.784], [-4.215, -1.464, -2.240], [-3.570, -0.573, -3.196], [-4.342, -0.036, -4.304], [-2.319, -0.133, -2.896], [-1.586, -0.588, -1.942], [-1.842, 0.906, -3.698], [-0.499, 1.234, -3.834], [-0.194, 1.850, -5.015], [0.344, 0.941, -2.917], [-5.246, -1.615, -2.545], [-4.201, -1.038, -1.234], [-3.727, -2.441, -2.214], [-5.231, -0.645, -4.436], [-3.787, -0.100, -5.243], [-4.667, 0.996, -4.133], [-2.028, -1.352, -1.448], [-2.441, 1.195, -4.450], [-0.931, 2.222, -5.589], [0.676, 2.351, -5.065], [1.292, 1.211, -3.160]], "lowdin_charge": [0.333, -0.021, -0.535, -0.076, -0.019, 0.008, -0.044, -0.068, 0.022, -0.588, 0.034, -0.037, -0.039, 0.011, -0.639, 0.677, -0.538, -0.031, -0.021, -0.094, 0.017, -0.048, -0.032, 0.012, -0.653, 0.679, -0.540, -0.049, -0.057, -0.028, -0.717, 0.689, 0.094, 0.081, 0.086, 0.093, 0.045, 0.062, 0.094, 0.100, 0.082, 0.127, 0.137, 0.128, 0.131, 0.121, 0.076, 0.099, 0.091, 0.083, 0.094, 0.094, 0.072, 0.040, 0.091, 0.127, 0.115, 0.096, 0.085, 0.091, 0.097, 0.088, 0.026, 0.090, 0.054, 0.094, -0.029, -0.142, -0.042, -0.408, 0.049, 0.158, -0.489, 0.170, 0.051, 0.091, 0.094, 0.098, 0.093, 0.095, 0.099, 0.019, 0.111, 0.105, 0.114, 0.073], "spin_multiplicity": 3, "relative_energy_ev": 0.9133, "total_charge": 1, "gap_ev": [6.2, 7.8]}